No. 1
Below is a molecular structure, C8H33AgN14O12 in a non-equilibrium geometry, with properties calculated with ωB97M-V/def2-TZVPD.

Each line ends with the natural charge from an NBO analysis.
Positions of all 68 atoms, in Å:
1 Ag 2.130 1.778 -0.795  1.12
2 O -1.031 -0.445 0.440  -0.67
3 C -0.005 0.379 0.270  0.95
4 O -0.226 1.381 -0.420  -0.53
5 O 1.128 0.382 0.804  -0.53
6 H -1.676 0.105 -0.011  0.54
7 O 0.960 3.625 -1.633  -1.00
8 H 1.385 4.472 -1.495  0.49
9 H 0.030 3.836 -1.725  0.53
10 O 3.688 0.299 -0.644  -1.00
11 H 3.906 -0.630 -0.565  0.54
12 H 4.469 0.756 -0.333  0.50
13 C 2.143 -2.879 -1.232  0.75
14 O 3.122 -2.466 -0.642  -0.74
15 N 2.206 -3.806 -2.092  -0.79
16 N 1.030 -2.370 -1.268  -0.80
17 H 3.035 -4.369 -1.969  0.42
18 H 1.307 -4.170 -2.372  0.38
19 H 0.327 -2.533 -1.975  0.40
20 H 0.965 -1.773 -0.456  0.40
21 C -4.187 0.642 -0.898  0.74
22 O -3.628 0.940 0.181  -0.69
23 N -4.241 -0.591 -1.387  -0.83
24 N -5.051 1.360 -1.483  -0.77
25 H -4.502 -0.684 -2.358  0.38
26 H -3.661 -1.277 -0.925  0.40
27 H -5.211 2.339 -1.293  0.43
28 H -5.406 0.926 -2.323  0.37
29 C 1.606 0.009 -3.773  0.79
30 O 1.432 0.650 -2.767  -0.73
31 N 2.796 -0.138 -4.348  -0.82
32 N 0.734 -0.762 -4.414  -0.83
33 H 3.602 0.424 -4.114  0.42
34 H 2.972 -0.940 -4.936  0.39
35 H 1.011 -1.130 -5.313  0.40
36 H -0.226 -0.898 -4.131  0.40
37 C 3.641 -1.734 3.121  0.73
38 O 4.213 -2.026 4.153  -0.67
39 N 4.016 -2.190 2.001  -0.83
40 N 2.657 -0.872 3.069  -0.83
41 H 4.676 -2.946 2.114  0.41
42 H 3.454 -2.008 1.182  0.40
43 H 2.343 -0.463 2.200  0.38
44 H 2.238 -0.519 3.917  0.42
45 C -2.218 3.144 -2.998  0.75
46 O -1.971 4.156 -2.376  -0.67
47 N -1.618 1.997 -2.935  -0.85
48 N -3.280 2.992 -3.735  -0.82
49 H -1.096 1.866 -2.080  0.43
50 H -1.752 1.365 -3.711  0.38
51 H -3.713 3.803 -4.153  0.41
52 H -3.502 2.084 -4.119  0.37
53 C 0.721 1.537 4.470  0.76
54 O 1.900 1.834 4.297  -0.68
55 N -0.176 1.170 3.574  -0.84
56 N 0.170 1.596 5.694  -0.85
57 H -1.142 0.967 3.787  0.43
58 H 0.134 0.959 2.636  0.37
59 H -0.786 1.387 5.941  0.39
60 H 0.869 1.512 6.418  0.40
61 C -2.448 -1.086 3.677  0.76
62 O -2.891 0.049 3.682  -0.69
63 N -1.938 -1.697 2.686  -0.82
64 N -2.155 -1.730 4.776  -0.82
65 H -1.733 -1.194 1.834  0.41
66 H -1.268 -2.389 2.990  0.38
67 H -1.933 -2.702 4.614  0.38
68 H -2.344 -1.304 5.672  0.42

The HOMO energy (spin up / spin down) is -10.95 / -10.74 eV. As for the multiplicity: 2. Its HOMO-LUMO gap (spin up / spin down) is 7.86 / 3.47 eV. The energy relative to the best compared isomer or geometry (same formula, charge and spin) comes out at 97.08 kcal per mole. As for the charge: +1.

=====

No. 2
Below is 9 unconnected molecules or ions with the total composition C8H34BrN2O8 in a non-equilibrium geometry, with properties calculated with ωB97M-V/def2-TZVPD.

Each line ends with the natural charge from an NBO analysis.
Positions of all 53 atoms, in Å:
1 Br -0.311 -0.729 -0.009  -0.92
2 C 4.665 -0.899 -1.959  -0.62
3 C 3.811 -1.705 -2.932  -0.06
4 C 2.809 -2.594 -2.230  -0.08
5 O 3.499 -3.675 -1.608  -0.55
6 C 2.595 -4.499 -0.919  -0.25
7 N 3.097 -0.762 -3.823  -0.84
8 H 4.171 -0.263 -1.227  0.23
9 H 5.352 -0.271 -2.535  0.19
10 H 5.279 -1.605 -1.392  0.22
11 H 4.513 -2.247 -3.577  0.17
12 H 2.090 -2.978 -2.966  0.17
13 H 2.236 -2.061 -1.464  0.20
14 H 3.161 -5.238 -0.347  0.18
15 H 1.929 -5.007 -1.622  0.16
16 H 2.022 -3.960 -0.154  0.18
17 H 3.790 -0.119 -4.204  0.35
18 H 2.799 -1.216 -4.685  0.36
19 C -1.917 0.992 3.966  -0.64
20 C -2.908 1.700 3.034  -0.07
21 C -2.332 3.024 2.545  -0.08
22 O -3.391 3.800 1.970  -0.53
23 C -2.849 5.066 1.657  -0.25
24 N -3.376 0.837 1.937  -0.80
25 H -2.277 0.010 4.264  0.22
26 H -1.726 1.580 4.874  0.19
27 H -0.926 0.956 3.503  0.22
28 H -3.800 1.981 3.611  0.17
29 H -1.651 2.739 1.735  0.19
30 H -1.834 3.587 3.336  0.16
31 H -2.447 5.600 2.522  0.15
32 H -3.650 5.707 1.280  0.18
33 H -2.123 4.947 0.851  0.17
34 H -2.537 0.394 1.532  0.35
35 H -3.726 0.028 2.455  0.35
36 O 1.696 1.023 -2.018  -1.01
37 H 1.249 0.531 -1.299  0.48
38 H 2.155 0.337 -2.556  0.48
39 O -1.019 -3.410 -2.090  -0.97
40 H -0.634 -4.156 -1.622  0.46
41 H -0.650 -2.626 -1.640  0.50
42 O 1.124 2.053 2.002  -0.96
43 H 1.000 2.841 1.464  0.46
44 H 0.939 1.318 1.395  0.49
45 O -2.474 -2.165 2.445  -0.97
46 H -2.510 -3.122 2.350  0.46
47 H -1.745 -1.889 1.860  0.50
48 O -3.301 -0.228 -1.415  -0.96
49 H -3.229 -0.864 -2.135  0.45
50 H -2.521 -0.420 -0.854  0.49
51 O -1.756 2.534 -1.005  -0.94
52 H -1.265 3.297 -1.328  0.45
53 H -1.097 1.826 -0.971  0.49

The HOMO energy is -5.93 eV. As for the multiplicity: 1. Its HOMO-LUMO gap is 8.61 eV. As for the charge: -1.

=====

No. 3
Below is 11 unconnected molecules or ions with the total composition C8H38O15 in a non-equilibrium geometry, with properties calculated with ωB97M-V/def2-TZVPD.

Each line ends with the natural charge from an NBO analysis.
Positions of all 61 atoms, in Å:
1 O -1.998 -2.085 2.714  -0.97
2 H -2.019 -2.206 3.678  0.49
3 H -2.786 -1.666 2.450  0.49
4 O -1.925 1.845 -2.056  -0.96
5 H -1.221 1.390 -2.506  0.51
6 H -1.783 2.737 -2.322  0.50
7 O -0.423 1.166 4.655  -0.95
8 H -1.077 1.355 3.944  0.49
9 H 0.249 1.728 4.357  0.46
10 O -4.201 -0.773 1.490  -1.01
11 H -4.005 -0.479 0.573  0.52
12 H -5.017 -1.311 1.436  0.49
13 O 0.930 -1.134 3.865  -0.97
14 H 1.733 -0.687 4.163  0.46
15 H 0.224 -0.463 3.961  0.49
16 O 0.821 3.993 0.906  -0.97
17 H 1.439 3.247 0.748  0.46
18 H 0.033 3.519 0.627  0.48
19 O -3.565 -0.084 -1.125  -0.98
20 H -2.899 0.566 -1.394  0.50
21 H -4.058 -0.165 -1.929  0.48
22 C -0.513 -2.638 -1.180  -0.08
23 C 0.054 -2.873 0.194  -0.08
24 O 0.197 -1.650 0.885  -0.75
25 O -0.451 -3.736 -2.035  -0.72
26 H -0.053 -1.741 -1.720  0.15
27 H -1.555 -2.378 -1.054  0.15
28 H 1.051 -3.327 0.065  0.17
29 H -0.544 -3.572 0.727  0.19
30 H -0.570 -1.539 1.464  0.52
31 H -1.167 -3.620 -2.648  0.47
32 C 1.474 1.888 -2.668  -0.10
33 C 1.368 0.581 -3.396  -0.07
34 O 0.043 0.307 -3.397  -0.75
35 O 2.864 2.194 -2.607  -0.72
36 H 1.074 1.797 -1.656  0.19
37 H 1.082 2.739 -3.137  0.16
38 H 1.771 -0.245 -2.777  0.17
39 H 1.753 0.497 -4.392  0.17
40 H -0.078 -0.348 -4.093  0.49
41 H 2.982 2.846 -1.922  0.47
42 C -2.096 1.870 1.776  -0.09
43 C -1.009 1.055 1.095  -0.10
44 O -0.579 2.012 0.176  -0.79
45 O -2.497 1.085 2.829  -0.76
46 H -2.971 2.058 1.098  0.16
47 H -1.813 2.885 2.108  0.20
48 H -1.342 0.188 0.515  0.17
49 H -0.209 0.734 1.775  0.20
50 H -0.926 1.880 -0.725  0.49
51 H -2.983 0.334 2.460  0.50
52 C 4.418 -0.545 -1.000  -0.08
53 C 3.236 -1.082 -0.298  -0.08
54 O 2.280 -0.161 0.053  -0.75
55 O 5.402 -1.470 -0.788  -0.70
56 H 4.785 0.457 -0.643  0.18
57 H 4.207 -0.422 -2.048  0.16
58 H 3.518 -1.673 0.576  0.16
59 H 2.774 -1.887 -0.892  0.13
60 H 1.470 -0.654 0.201  0.50
61 H 5.090 -2.340 -1.161  0.46

Its SMILES is OCCO.OCCO.OCCO.OCCO.O.O.O.O.O.O.O. The HOMO energy is -9.47 eV. As for the multiplicity: 1. Its HOMO-LUMO gap is 9.17 eV. The energy relative to the best compared isomer or geometry (same formula, charge and spin) comes out at 46.38 kcal per mole. As for the charge: 0.